50
Properties=species:S:1:pos:R:3:forces:R:3 method="wB97M-V/def2-TZVPD" charge=+4 e_tot_ev=-55983.913 multiplicity=3 homo_lumo_gap_ev="7.0 / 6.2" e_homo_ev="-20.066 / -20.077" lumo_ev="-13.10 / -13.88"
Mo 0.1597 0.0791 -0.3889 1.003 1.395 1.342
C 2.6326 -3.4441 0.5816 -0.064 -0.070 0.006
C 1.5791 -2.4711 0.1888 -0.117 -0.267 0.061
N 1.7849 -1.2986 -0.3141 0.384 -0.252 -0.268
N 3.0736 -0.9225 -0.6508 -0.244 0.179 0.107
C 3.1887 0.0457 -1.5762 0.077 -0.064 0.009
N 4.3503 0.3113 -2.1126 0.019 0.081 -0.088
S 1.7777 0.9350 -2.0153 -0.257 -0.179 0.079
C 0.1501 -2.8237 0.2347 0.197 0.172 -0.115
C -0.3117 -4.0648 0.5805 -0.118 -0.301 0.076
C -1.6659 -4.3634 0.3886 0.062 -0.078 0.043
C -2.4946 -3.4011 -0.1518 -0.070 0.010 -0.028
C -1.9726 -2.1515 -0.4512 0.049 -0.045 0.029
N -0.6784 -1.8589 -0.2577 -0.019 -0.003 0.029
H 3.5848 -2.9874 0.8420 0.006 0.037 0.006
H 2.7940 -4.1736 -0.2205 -0.003 0.033 -0.009
H 2.3080 -4.0018 1.4603 0.012 0.003 -0.015
H 3.8339 -1.5544 -0.4331 0.025 -0.053 -0.005
H 5.1900 -0.2232 -1.9199 -0.001 -0.001 -0.004
H 4.4382 1.0474 -2.8037 0.023 0.004 0.003
H 0.3640 -4.8159 0.9677 -0.060 -0.007 -0.009
H -2.0504 -5.3438 0.6430 0.020 0.005 0.002
H -3.5407 -3.6011 -0.3443 0.011 0.005 -0.002
H -2.5984 -1.3732 -0.8621 -0.034 0.031 -0.002
N 1.7103 3.8095 2.4633 0.000 0.031 0.129
C 1.3326 2.3970 2.8033 0.006 0.126 -0.036
C 0.9434 1.6453 1.5547 -0.036 -0.419 -0.024
O 0.8370 0.3628 1.6107 -0.147 0.143 -0.431
O 0.6971 2.2317 0.4888 -0.090 -0.201 -0.164
H 2.6446 3.8781 2.0482 0.017 -0.018 -0.001
H 1.7162 4.3992 3.3041 0.013 0.007 0.018
H 1.0538 4.2252 1.7929 -0.017 -0.022 -0.016
H 0.4738 2.4237 3.4740 -0.012 0.010 0.047
H 2.1527 1.9074 3.3235 0.061 0.022 0.010
N -2.2740 0.9566 2.5836 0.037 -0.073 0.033
C -2.4394 1.2585 1.2977 0.062 0.135 -0.130
N -1.6885 0.7491 0.3161 -0.250 -0.146 -0.198
C -2.0666 1.2752 -0.9221 -0.078 -0.346 0.068
C -1.4668 0.8705 -2.1106 -0.006 -0.035 0.071
C -1.8783 1.4500 -3.3096 0.081 0.099 0.064
C -2.9000 2.3916 -3.2732 -0.061 0.069 -0.023
C -3.5249 2.7704 -2.0820 -0.012 0.049 -0.062
C -3.0799 2.2069 -0.8953 -0.098 0.259 -0.024
S -3.6281 2.3917 0.7593 -0.136 0.100 0.041
H -1.7205 0.1512 2.8376 -0.013 0.007 0.010
H -2.9566 1.2616 3.2657 0.011 0.006 0.001
H -0.8035 -0.0137 -2.1550 -0.220 -0.417 -0.651
H -1.4473 1.1509 -4.2557 0.002 -0.021 0.021
H -3.2420 2.8241 -4.2040 -0.023 0.015 0.009
H -4.3424 3.4807 -2.1008 0.007 -0.010 -0.009


75
Properties=species:S:1:pos:R:3:forces:R:3 method="wB97M-V/def2-TZVPD" charge=+1 e_tot_ev=-549179.431 multiplicity=1 homo_lumo_gap_ev=8.5 e_homo_ev=-12.056 lumo_ev=-3.53
C 3.5267 4.1103 -4.7216 0.205 0.620 0.036
C 2.8457 3.1152 -5.2802 -0.007 -0.452 -0.142
C 2.8912 1.6729 -4.8542 -0.970 -0.061 0.043
P 4.5273 0.8987 -5.1276 -0.445 0.466 1.175
C 5.6428 1.3252 -3.6851 0.225 0.096 0.490
O 6.9106 1.7706 -4.0283 -0.446 -0.057 -0.454
C 6.9295 3.0986 -4.5542 0.335 0.675 0.032
C 7.1331 4.1800 -3.5003 0.083 0.204 -0.389
P 5.3737 1.2809 -7.1257 0.395 -1.439 -2.378
S 5.5986 -0.3921 -8.0913 -0.091 0.254 0.619
H 3.9050 4.8872 -5.3805 -1.032 0.767 0.318
H 3.6777 4.2561 -3.6549 0.984 -0.753 -0.053
H 2.1546 3.3629 -6.0989 1.696 -0.789 -0.568
H 2.6217 1.4811 -3.8076 0.134 -0.011 -0.042
H 2.1875 1.1088 -5.4729 -0.011 -0.153 0.162
H 4.3076 -0.4910 -5.0639 0.178 0.191 -0.321
H 5.0835 2.0344 -3.0590 -0.027 0.101 -0.211
H 5.7624 0.4220 -3.0829 -0.073 -0.125 -0.194
H 7.7427 3.1362 -5.2799 0.106 -0.192 0.132
H 6.0112 3.3382 -5.1126 -0.036 -0.284 0.069
H 6.1949 4.5337 -3.0738 0.040 -0.200 0.255
H 7.5770 5.0417 -4.0046 -0.056 0.028 0.032
H 7.8429 3.8800 -2.7317 -0.143 -0.140 0.053
H 4.4263 2.0759 -7.8127 0.106 0.435 0.786
H 6.5760 2.0092 -7.0573 -0.402 0.334 0.592
C 0.2825 1.2391 -1.2440 -0.274 0.111 -0.012
Cl -0.3398 0.5964 0.2703 0.093 0.061 -0.056
Cl 1.8884 0.5409 -1.5679 0.108 -0.141 0.137
Cl -0.8112 0.8157 -2.5650 0.093 -0.002 -0.008
Cl 0.4190 2.9956 -1.1318 0.088 -0.344 -0.164
C -4.1924 -1.1851 -1.2741 -0.018 -0.089 0.023
Cl -4.3213 -1.2579 -3.0385 0.008 0.034 0.020
Cl -4.1024 0.5073 -0.7618 -0.014 -0.013 -0.009
Cl -5.6100 -1.9410 -0.5487 0.179 -0.008 0.019
Cl -2.7358 -2.0384 -0.7508 -0.176 0.114 -0.217
C -9.8875 -0.8879 -0.5914 -0.049 0.013 -0.002
Cl -8.5978 -0.9277 -1.8007 -0.138 0.035 -0.040
Cl -11.3133 -0.0981 -1.2724 0.051 -0.025 0.026
Cl -10.2970 -2.5399 -0.1160 0.022 0.042 -0.012
Cl -9.3328 0.0129 0.8256 0.002 -0.024 -0.032
C -0.9154 5.2520 -7.0416 -0.242 0.099 -0.107
Cl -0.9447 6.9872 -6.7326 0.042 -0.094 0.008
Cl -0.7220 4.9560 -8.7707 0.029 -0.010 0.081
Cl 0.4579 4.5266 -6.1666 -0.733 0.516 -0.068
Cl -2.4154 4.5181 -6.4743 0.101 0.008 -0.002
C -1.8648 -3.7710 2.7892 -0.053 -0.098 0.032
Cl -1.0774 -2.4077 1.9727 0.142 -0.074 0.217
Cl -2.8307 -4.6732 1.6189 0.077 0.087 0.018
Cl -0.6219 -4.8174 3.4996 0.087 0.364 -0.149
Cl -2.9083 -3.1598 4.0783 0.426 -0.245 -0.727
C -3.3086 -8.7093 3.9074 -0.009 0.022 0.005
Cl -2.3195 -7.2521 3.7520 -0.220 -0.430 0.060
Cl -2.7660 -9.6429 5.3105 -0.056 -0.068 -0.093
Cl -5.0030 -8.2551 4.1246 0.060 0.000 -0.005
Cl -3.1422 -9.6903 2.4458 -0.008 0.014 0.057
C -4.2301 -1.1384 7.8232 -0.049 0.042 0.112
Cl -3.1534 0.2609 7.7536 -0.020 -0.052 -0.015
Cl -3.7687 -2.1731 9.1777 -0.015 0.025 -0.053
Cl -5.8967 -0.5936 8.0342 0.067 -0.027 -0.027
Cl -4.0957 -2.0559 6.3111 -0.351 0.320 0.648
C -0.5844 -5.7453 7.5784 -0.076 -0.014 0.069
Cl -1.6001 -4.3828 7.0905 0.057 -0.057 0.034
Cl -0.3306 -5.6889 9.3245 -0.035 -0.051 -0.065
Cl -1.3824 -7.2575 7.1357 0.094 0.123 0.088
Cl 0.9790 -5.6407 6.7523 -0.006 0.000 0.010
C -2.3459 5.5004 0.4910 -0.102 0.033 0.010
Cl -0.5757 5.4451 0.4761 -0.064 0.322 0.193
Cl -2.9805 3.8693 0.2285 0.030 0.011 0.000
Cl -2.9007 6.1062 2.0512 0.040 -0.038 -0.071
Cl -2.9110 6.5686 -0.7970 0.032 -0.052 0.029
C 1.4982 -2.9188 11.9184 0.006 0.004 0.007
Cl 2.3170 -1.4163 12.3609 -0.026 -0.039 -0.012
Cl 1.5132 -4.0269 13.2946 -0.008 0.027 -0.045
Cl -0.1743 -2.5662 11.4632 0.032 0.003 -0.002
Cl 2.3337 -3.6665 10.5517 0.028 0.051 0.044


> Among the records above, which one has the highest multiplicity?

C17H21MoN7O2S2


> Which of these has the highest multiplicity?

C17H21MoN7O2S2


> Which of these has the highest multiplicity?

C17H21MoN7O2S2


> Among the records above, which one has the highest multiplicity?

C17H21MoN7O2S2